[1]
29
Properties=species:S:1:pos:R:3 method="wB97M-V/def2-TZVPD" gap_ev=4.67 multiplicity=1 relative_energy_kcal_mol=0.0 total_charge=-3
Na 10.58179 4.33438 -14.52150
S 10.70872 1.12144 -13.15196
O 10.04361 -0.18026 -13.43483
O 10.92582 1.28267 -11.69213
O 12.05984 1.13774 -13.83256
O 9.89732 2.26044 -13.69613
S 11.21031 7.85367 -14.47247
O 10.01628 8.57211 -15.00796
O 10.73420 6.85197 -13.46131
O 11.85020 7.10779 -15.61161
O 12.20010 8.77444 -13.87321
O 12.73708 3.67244 -13.50412
H 12.54462 2.67424 -13.68402
H 12.81277 3.74468 -12.54836
O 10.20028 4.93945 -11.62008
H 9.76454 5.46474 -10.94436
H 10.59898 5.61030 -12.23287
O 13.13600 4.66712 -16.07330
H 13.21224 4.56025 -15.10372
H 12.84681 5.59443 -16.17465
O 8.29581 4.76274 -14.21838
H 7.99611 5.61530 -13.88274
H 7.83033 4.07441 -13.72870
O 9.68638 6.26224 -17.17458
H 10.57065 6.51045 -16.74956
H 9.08997 6.91632 -16.79358
O 10.21923 3.47888 -16.74666
H 9.78979 2.80101 -17.27134
H 10.13592 4.31199 -17.24812

=====

[2]
134
Properties=species:S:1:pos:R:3 method="wB97M-V/def2-TZVPD" gap_ev=2.31 multiplicity=1 relative_energy_kcal_mol=105.1 total_charge=+2
In -2.60379 1.91745 2.30346
In 0.47404 -1.33448 0.84656
Na -3.72149 0.75202 -1.53811
Na -3.01982 3.67361 -1.45492
P -0.81139 -0.53609 3.74439
O -1.61765 0.15300 4.88080
O -1.76573 -1.06128 2.52613
O 0.42011 -1.58168 3.81816
O -0.28950 0.63191 2.90465
P -1.03792 1.33978 -0.99369
O 0.43379 0.85560 -0.92329
O -1.77228 0.19680 -0.13951
O -1.87282 1.47728 -2.30753
O -1.33706 2.65353 -0.24340
C 3.57161 2.01631 -5.00036
O 3.65851 0.94127 -4.10037
C 3.58085 1.25558 -2.64865
C 3.59739 0.06123 -1.63810
N 2.35122 -0.73554 -1.59642
C 2.00325 -1.39472 -2.85975
C 0.55978 -1.92879 -2.78291
O 0.59426 -3.00971 -1.79829
C -0.27622 -4.13805 -2.13524
H 4.22379 2.87710 -4.85265
H 2.56811 2.41667 -4.85614
H 3.75326 1.76697 -6.04578
H 2.82659 1.95452 -2.28717
H 4.39306 1.94792 -2.42712
H 3.80774 0.53819 -0.68084
H 4.43727 -0.55187 -1.96491
H 1.67546 -0.02684 -1.34905
H 2.79332 -1.98909 -3.31868
H 1.81279 -0.66738 -3.64894
H 0.30252 -2.42571 -3.71832
H -0.07952 -1.09329 -2.49769
H -0.38023 -4.47032 -3.16814
H -1.27258 -3.97140 -1.72588
H 0.02634 -4.99097 -1.52773
C 3.39928 -3.71473 -0.27488
O 2.28095 -3.97730 0.62151
C 2.61262 -4.45345 1.93038
C 3.51048 -3.39123 2.61876
N 2.76812 -2.16468 2.72719
C 3.68357 -1.23549 3.28402
C 3.03949 0.14961 3.31897
O 2.93624 0.54982 1.91427
C 2.41303 1.89101 1.78425
H 3.09525 -3.68218 -1.32112
H 4.16684 -4.47604 -0.13573
H 3.92228 -2.80645 0.02444
H 3.27813 -5.31351 1.85638
H 1.71632 -4.72719 2.48700
H 4.43268 -3.34398 2.03962
H 3.62968 -3.75970 3.63764
H 2.07783 -2.23186 3.46143
H 4.64918 -1.16754 2.78295
H 4.01797 -1.52874 4.27916
H 3.62690 0.81794 3.94854
H 2.00583 0.18809 3.66273
H 3.11223 2.71836 1.90551
H 1.56441 2.19390 2.39761
H 2.16162 2.10304 0.74505
C 1.32434 4.25019 7.69359
O -0.00399 4.47658 7.43712
C -0.61193 3.27801 6.90435
C -1.94827 3.65484 6.20353
N -1.85989 3.89636 4.80104
C -1.51606 5.25305 4.36657
C -1.86926 5.55149 2.87363
O -1.35202 4.49571 2.01088
C 0.03800 4.59999 1.87747
H 1.62600 5.29340 7.78747
H 1.89848 3.94384 6.81916
H 1.47740 3.63449 8.57992
H -0.83396 2.62265 7.74655
H 0.15092 2.82573 6.27062
H -2.52838 4.31450 6.84884
H -2.61189 2.79563 6.30080
H -2.80745 3.85482 4.45390
H -0.46847 5.42204 4.61575
H -1.88099 6.09517 4.95457
H -1.22505 6.36714 2.54527
H -2.95221 5.59451 2.75758
H 0.41031 5.31348 1.14235
H 0.54705 3.69035 1.55883
H 0.55233 4.73853 2.82845
C 0.25592 4.09478 -2.77881
O 0.41499 4.73922 -4.02577
C -0.61403 4.54138 -4.96002
C -1.07511 3.06192 -5.33480
N -2.28969 2.63271 -4.58827
C -2.92733 1.51909 -5.28666
C -2.03288 0.27382 -5.58592
O -1.05801 0.43702 -6.60260
C -0.29529 -0.66720 -7.03070
H 0.18820 3.04197 -3.05283
H -0.70384 4.43709 -2.39180
H 1.17478 4.25449 -2.21463
H -0.18706 4.86418 -5.90955
H -1.58639 4.98029 -4.73644
H -0.20726 2.40307 -5.30564
H -1.29954 3.10154 -6.40071
H -2.03288 2.19609 -3.71447
H -3.32414 1.87535 -6.23731
H -3.77753 1.26151 -4.65507
H -2.66828 -0.55069 -5.90925
H -1.62663 -0.14664 -4.66600
H 0.20016 -1.10447 -6.16385
H 0.48919 -0.25227 -7.66356
H -0.83198 -1.45241 -7.56317
C -4.19799 -2.61456 -2.63082
O -3.95383 -3.49926 -1.59171
C -3.59234 -2.78264 -0.33870
C -3.22202 -3.77080 0.72952
N -1.95535 -3.44276 1.36800
C -1.67752 -4.44099 2.37764
C -1.18897 -5.82943 1.85408
O -2.33591 -6.65411 1.30685
C -2.08580 -7.73306 0.47289
H -4.78000 -1.78618 -2.22689
H -4.87262 -3.11278 -3.32707
H -3.26982 -2.22934 -3.05297
H -4.31742 -2.07457 0.06253
H -2.80337 -2.09518 -0.64368
H -3.26292 -4.78767 0.33912
H -3.91173 -3.69881 1.57049
H -1.96238 -2.58452 1.90041
H -2.46531 -4.39614 3.12961
H -0.94809 -4.09830 3.11152
H -0.60282 -6.39447 2.57883
H -0.40048 -5.71100 1.11088
H -2.92832 -8.42430 0.45223
H -1.21869 -8.29661 0.81733
H -1.89465 -7.20405 -0.46077

=====

[3]
10
Properties=species:S:1:pos:R:3 method="wB97M-V/def2-TZVPD" gap_ev=2.05 multiplicity=1 relative_energy_kcal_mol=86.1 total_charge=-1
C -0.10161 1.12558 -1.50847
C -0.03664 1.51151 -0.23014
O -0.43098 0.14123 0.81947
C -0.03249 -0.02935 2.01962
O 0.37059 -1.31981 2.11298
H 0.15824 1.97900 -2.16127
H -0.47787 2.37134 0.29753
H 0.80180 -1.44331 2.96521
K -0.17882 -1.54902 -1.20381
H 1.37560 2.70592 0.13145

=====

We obtain LUMO values of 5.98, -10.27, 1.68 eV for the records listed above, in that order.